1.
ORCA calculation (the ωB97M-V functional and the def2-TZVPD basis) on a 2-piece molecular cluster, C42H45N4O overall.

Calculated values
LUMO: -4.56 eV
Kohn-Sham gap: 4.63 eV

The geometry in ORCA input format:
```
! wB97M-V def2-TZVPD RIJCOSX def2/J DEFGRID3
* xyz 1 1
C 1.198 -5.544 -0.216
N 0.707 -4.187 -0.272
C -0.064 -3.759 -1.320
O -0.376 -4.447 -2.291
C -0.430 -2.305 -1.045
C -1.946 -2.042 -1.178
C -2.409 -2.244 -2.576
C -2.035 -1.511 -3.699
N -2.569 -2.115 -4.821
C -3.319 -3.224 -4.444
C -3.937 -4.201 -5.224
C -4.528 -5.287 -4.561
C -4.488 -5.386 -3.159
C -3.817 -4.431 -2.385
C -3.245 -3.332 -3.024
N 0.120 -2.088 0.294
C 0.113 -0.859 0.848
C 0.555 -0.596 2.142
C 0.689 0.656 2.726
C 0.787 0.838 4.161
C 0.273 1.997 4.807
C 0.496 2.232 6.161
C 1.116 1.256 6.955
C 1.526 0.054 6.365
C 1.380 -0.151 4.993
C 0.768 -3.280 0.868
C -0.038 -3.856 2.051
C 2.234 -3.059 1.275
H 1.022 -6.016 -1.188
H 2.273 -5.542 0.006
H 0.678 -6.115 0.568
H 0.116 -1.671 -1.776
H -2.504 -2.726 -0.513
H -2.125 -1.010 -0.830
H -1.409 -0.626 -3.747
H -2.432 -1.803 -5.778
H -3.947 -4.095 -6.307
H -5.020 -6.068 -5.139
H -4.978 -6.222 -2.660
H -3.713 -4.513 -1.301
H -0.322 -0.071 0.230
H 0.732 -1.464 2.774
H 0.676 1.538 2.089
H -0.274 2.722 4.201
H 0.196 3.182 6.608
H 1.262 1.425 8.021
H 1.985 -0.721 6.986
H 1.769 -1.065 4.532
H -1.005 -4.239 1.690
H 0.527 -4.677 2.513
H -0.235 -3.097 2.816
H 2.833 -2.820 0.385
H 2.333 -2.240 1.992
H 2.614 -3.977 1.742
C 1.059 5.662 3.451
C 0.545 5.878 2.164
C 0.908 5.036 1.124
C 1.660 3.855 1.379
C 1.830 2.807 0.414
C 1.114 2.754 -0.794
N 1.683 2.228 -1.901
C 3.121 2.066 -2.015
C 3.349 1.316 -3.337
C 1.965 1.089 -3.976
C 0.937 1.789 -3.073
C -0.300 3.205 -0.881
C -1.155 2.856 0.176
C -2.490 3.233 0.173
C -3.005 3.936 -0.923
C -2.164 4.321 -1.977
C -0.805 4.003 -1.933
C 2.256 3.716 2.658
C 1.941 4.598 3.684
H 0.792 6.335 4.266
H -0.147 6.704 1.980
H 0.559 5.234 0.109
H 2.651 2.107 0.592
H 3.632 3.045 -2.018
H 3.538 1.495 -1.175
H 4.004 1.894 -4.001
H 3.852 0.365 -3.123
H 1.921 1.505 -4.989
H 1.715 0.024 -4.051
H 0.104 1.115 -2.796
H 0.481 2.640 -3.603
H -0.746 2.275 1.003
H -3.115 2.976 1.032
H -4.063 4.187 -0.953
H -2.568 4.877 -2.830
H -0.131 4.372 -2.713
H 2.904 2.854 2.828
H 2.354 4.430 4.681
*
```

2.
ORCA calculation (the ωB97M-V functional and the def2-TZVPD basis) on C32H42BBrF8N5O7RuS3Si2 as an isolated structure.

Calculated values
LUMO (alpha / beta): 3.40 / 2.93 eV
⟨S²⟩: 8.765
Energy above the lowest of the compared OMol25 structures with the same formula, charge and spin: 1.729 eV
Kohn-Sham gap (alpha / beta): 6.31 / 5.88 eV

The geometry in ORCA input format:
```
! wB97M-V def2-TZVPD RIJCOSX def2/J DEFGRID3
* xyz -2 6
Ru -0.451 -0.166 0.138
Br 0.854 0.458 7.986
C -0.422 -0.004 6.640
C -1.659 -0.472 7.046
C -2.583 -0.838 6.080
C -2.258 -0.762 4.739
C -1.014 -0.273 4.353
C -0.088 0.129 5.309
C -0.692 -0.188 2.886
O -1.172 -1.080 2.157
O 0.010 0.761 2.471
H -1.892 -0.555 8.096
H -3.552 -1.202 6.385
H -2.950 -1.083 3.975
H 0.869 0.522 5.000
C 8.186 0.082 -0.908
C 9.221 -0.615 -0.076
O 10.418 -0.521 -0.231
S 8.603 -1.666 1.227
C 6.831 -1.495 1.076
C 6.170 -0.530 1.826
C 4.810 -0.363 1.678
C 4.083 -1.147 0.769
C 4.763 -2.148 0.059
C 6.122 -2.318 0.210
C 2.726 -0.873 0.496
C 1.629 -0.526 0.076
H 8.696 0.611 -1.710
H 7.633 0.794 -0.295
H 7.479 -0.628 -1.333
H 6.732 0.087 2.516
H 4.291 0.389 2.254
H 4.209 -2.780 -0.618
H 6.644 -3.080 -0.352
C 0.944 -0.102 -3.217
N 1.025 -0.444 -4.638
C 0.002 0.317 -5.350
N -1.337 0.050 -4.844
C -1.365 0.388 -3.422
N -0.380 -0.385 -2.662
C -0.667 -1.813 -2.857
N -0.620 -2.182 -4.269
C 0.704 -1.863 -4.779
C -1.606 -1.378 -4.980
H 1.158 0.965 -3.100
H 1.692 -0.678 -2.663
H 0.042 0.051 -6.413
H 0.218 1.384 -5.244
H -2.362 0.195 -3.022
H -1.136 1.455 -3.328
H -1.661 -2.036 -2.466
H 0.071 -2.398 -2.304
H 0.752 -2.132 -5.840
H 1.445 -2.448 -4.227
H -2.600 -1.592 -4.581
H -1.581 -1.643 -6.043
C 0.452 4.424 -1.916
Si 0.700 3.287 -0.367
C 0.962 4.501 1.095
C 2.450 2.522 -0.556
C -0.784 2.142 -0.258
Si -2.360 2.537 0.709
C -3.488 3.512 -0.515
C -2.120 3.753 2.179
C -3.421 1.120 1.419
H 1.254 5.149 -2.022
H -0.485 4.968 -1.840
H 0.413 3.849 -2.836
H 1.957 4.940 1.048
H 0.878 3.967 2.034
H 0.240 5.310 1.102
H 3.207 3.289 -0.713
H 2.517 1.810 -1.370
H 2.699 1.983 0.352
H -1.069 1.800 -1.261
H -2.963 4.329 -1.002
H -4.338 3.935 0.011
H -3.868 2.852 -1.286
H -1.823 4.741 1.847
H -1.378 3.392 2.882
H -3.066 3.853 2.708
H -3.024 0.150 1.133
H -4.435 1.151 1.035
H -3.466 1.144 2.505
F -4.583 0.429 -1.626
C -4.829 -0.905 -1.628
F -4.666 -1.277 -2.941
F -6.145 -1.035 -1.380
S -3.501 -2.161 -0.623
O -2.451 -1.118 -0.608
O -2.497 -3.608 0.167
N -4.357 -2.012 0.742
S -5.366 -3.202 0.853
O -6.459 -2.899 1.737
O -5.690 -3.802 -0.417
C -4.559 -4.673 1.793
F -5.533 -5.294 2.502
F -4.053 -5.618 0.999
F -3.635 -4.320 2.688
F -0.278 -2.838 0.102
B -1.276 -3.667 0.541
F -0.753 -4.644 1.310
*
```

3.
ORCA calculation (the ωB97M-V functional and the def2-TZVPD basis) on one molecule with the formula C2H5N3S.

Calculated values
LUMO: -0.51 eV
Energy above the lowest of the compared OMol25 structures with the same formula, charge and spin: 5.387 eV
Kohn-Sham gap: 7.39 eV

The geometry in ORCA input format:
```
! wB97M-V def2-TZVPD RIJCOSX def2/J DEFGRID3
* xyz 0 1
C -0.341 -0.108 0.252
C -1.469 0.447 -0.509
N 0.608 0.966 0.304
N 0.322 2.076 0.504
N 1.933 0.439 -0.040
S -2.453 1.666 -0.116
H 0.058 -0.889 -0.485
H -0.661 -0.481 1.232
H -1.767 -0.324 -1.200
H 2.485 1.157 -0.622
H 2.545 0.568 0.777
*
```

4.
ORCA calculation (the ωB97M-V functional and the def2-TZVPD basis) on C11H30Cl2CoOP3 as an isolated structure.

Calculated values
LUMO (alpha / beta): -8.08 / -9.34 eV
⟨S²⟩: 6.022
Energy above the lowest of the compared OMol25 structures with the same formula, charge and spin: 0.644 eV
Kohn-Sham gap (alpha / beta): 7.06 / 6.24 eV

The geometry in ORCA input format:
```
! wB97M-V def2-TZVPD RIJCOSX def2/J DEFGRID3
* xyz 2 5
C -0.934 -0.126 -3.846
C -1.166 -0.464 -2.453
H -1.890 0.351 -4.277
H -0.605 -1.045 -4.305
H -0.084 0.588 -3.872
O -1.739 -0.502 -1.459
Cl 1.718 0.076 -2.251
Co 0.673 0.195 1.148
P 0.701 -1.871 -0.349
C -0.275 -3.221 0.526
C 0.626 -2.837 -1.931
H 0.936 -3.874 -1.697
H 2.433 -3.552 0.042
H 1.319 -2.381 -2.652
H 3.105 -1.942 -0.471
H -1.301 -3.263 0.120
H -0.404 -2.856 -2.330
C 2.387 -2.449 0.180
H 0.218 -4.195 0.326
H 2.554 -2.171 1.228
H -0.342 -3.082 1.623
P 0.586 2.142 -0.482
C -0.380 3.496 0.372
C 2.280 2.879 -0.325
H 0.969 2.475 -2.870
H 0.204 3.913 -2.091
H -0.800 2.477 -2.473
C 0.201 2.806 -2.161
H 2.947 2.268 -0.923
H 2.225 3.919 -0.723
H -0.162 4.473 -0.123
H -0.115 3.565 1.448
H 2.559 2.872 0.731
H -1.472 3.299 0.285
Cl 2.631 0.433 2.133
C -1.537 1.484 2.729
P -1.069 -0.139 2.088
C -0.288 -1.108 3.394
C -2.610 -0.911 1.589
H -0.638 2.054 2.981
H -2.144 1.298 3.607
H -2.109 1.988 1.947
H 0.339 -0.434 4.011
H -1.098 -1.520 3.982
H 0.356 -1.931 3.002
H -3.140 -1.105 2.541
H -3.202 -0.215 0.977
H -2.465 -1.857 1.053
*
```